Entry 1:
Below is a cluster of 3 separate species, C19H25NO5 in total, with properties calculated with ωB97M-V/def2-TZVPD.

## Properties
Energy in Eh: -1169.85587
Structure (SMILES): O=C1C=CC(=O)C=C1.O=C1C=CC(=O)C=C1.CC(C)CCOCCN
M in g/mol: 347.41
Multiplicity: 1
Energy relative to the best compared isomer or geometry (same formula, charge and spin) in kcal/mol: 116.1
Orbital gap in eV: 7.84
HOMO level in eV: -9.33
Total charge: 0

XYZ file:
```
50
C19H25NO5 | the Open Molecules 2025 dataset | ωB97M-V/def2-TZVPD
O 1.68895 0.68352 -1.09592
O 2.40906 -1.85364 3.49013
O -5.04747 3.26213 -2.41405
O 5.78013 -2.47567 2.92505
O 6.71293 -4.98791 7.49078
N -6.17515 0.89856 -1.41833
C 2.25387 -1.26481 2.44094
C -1.54162 2.20181 -3.24225
C 5.99730 -3.03299 3.98117
C 2.77045 -1.82447 1.16758
C -1.46949 0.89140 -2.46137
C -4.07763 2.58367 -3.19738
C -2.70604 3.08042 -2.77446
C 1.86903 0.10818 -0.04518
C 5.21425 -3.70296 6.20504
C 7.52155 -4.35975 5.37226
C 2.59046 -1.18815 0.01412
C -6.37188 2.93904 -2.77732
C -6.71786 1.45999 -2.64667
C 6.49936 -4.40318 6.45095
C 1.55048 0.04081 2.38818
C 4.98116 -3.05985 5.06403
C -1.59245 1.94463 -4.74722
C 1.37095 0.67699 1.23473
C 7.28951 -3.72343 4.22825
H -7.00508 3.53818 -2.11861
H 4.49063 -3.74992 7.00908
H -2.42779 0.36480 -2.46299
H -2.57641 4.10715 -3.12952
H -6.56553 3.25843 -3.81226
H 8.45002 -4.87564 5.58204
H 8.01215 -3.67642 3.42334
H 1.19650 0.42679 3.33567
H -7.81346 1.39390 -2.72877
H -0.62162 2.75610 -3.02889
H -4.27172 2.79142 -4.25971
H 0.85820 1.62768 1.15980
H -4.16816 1.50253 -3.04157
H 4.05457 -2.54372 4.84863
H 2.95740 -1.56757 -0.93099
H -1.68904 2.86837 -5.32427
H -1.18747 1.07591 -1.42278
H -6.32098 0.89881 -3.49851
H -6.63201 0.02785 -1.18094
H 3.30589 -2.76135 1.24896
H -2.43638 1.30258 -5.01693
H -0.71692 0.21909 -2.87881
H -2.71678 3.13815 -1.68106
H -6.29525 1.53749 -0.64139
H -0.68068 1.44507 -5.08257
```

***

Entry 2:
Below is a cluster of 4 separate species, C19H26Br6IN2PS in total, with properties calculated with ωB97M-V/def2-TZVPD.

## Properties
Energy in Eh: -17330.39374
Structure (SMILES): N#C[C@H](CCCI)[C@](C#N)([PH2]=S)c1ccccc1.BrCCBr.BrCCBr.BrCCBr
M in g/mol: 951.80
Multiplicity: 1
Orbital gap in eV: 9.47
HOMO level in eV: -9.39
Total charge: 0

XYZ file:
```
56
C19H26Br6IN2PS | the Open Molecules 2025 dataset | ωB97M-V/def2-TZVPD
I -0.98976 1.81384 -3.48168
Br 0.52409 -3.91496 3.53753
Br -1.81846 4.09431 -6.69840
Br 4.17441 -2.54581 -1.41140
Br 2.28338 -6.37966 1.40551
Br -2.84531 2.25121 -9.72783
Br 5.86355 -3.97027 1.53548
S -2.55022 -0.72486 5.29452
P -2.47499 -0.73272 3.36350
N 1.86967 -0.35115 0.60358
N 0.98800 -0.38417 4.36957
C -0.94345 0.11842 2.63286
C 0.15608 -0.14359 3.61742
C 4.80439 -1.66727 0.20853
C -0.27944 2.37434 1.71363
C -0.66698 -0.62287 1.28935
C 1.90175 -4.49932 1.08086
C -2.89447 1.70600 -7.86017
C 2.04337 -3.68009 2.33531
C -1.15146 1.62675 2.51067
C -2.36330 3.69649 2.98213
C -0.19455 0.94865 -1.67615
C 6.11491 -2.24283 0.67134
C -1.50008 4.42854 2.15051
C 0.78098 -0.56962 0.89429
C -0.44167 3.75537 1.53293
C -1.00270 -0.33497 -1.27782
C -2.19440 2.32132 3.15818
C -1.62291 -0.23964 0.13437
C -3.29032 2.84660 -6.96107
H -0.19673 1.68297 -0.87236
H -1.91510 1.30221 -7.62336
H -3.17071 4.24242 3.45584
H -0.39469 -1.23983 -1.36105
H -3.63453 0.90972 -7.81351
H -2.88777 1.80452 3.81442
H 0.56519 1.92645 1.19801
H 2.93277 -3.92883 2.90539
H -3.53557 2.47970 -5.96583
H -1.83722 -0.38825 -1.98136
H 6.56447 -1.60492 1.42947
H 2.63107 -4.18224 0.33669
H -2.08163 0.74773 0.24367
H 4.91582 -0.61929 -0.05963
H 0.90438 -4.45055 0.65377
H -0.84215 -1.68731 1.49706
H -3.56280 -0.04022 2.77003
H -2.50187 -2.02372 2.77621
H -4.12524 3.42164 -7.34835
H 6.82182 -2.39462 -0.13816
H 4.01580 -1.76353 0.94582
H 2.05591 -2.61789 2.09675
H 0.82024 0.62003 -1.90007
H 0.23714 4.29926 0.88660
H -1.60937 5.48960 1.96278
H -2.44937 -0.96309 0.16363
```

***

Entry 3:
Below is a cluster of 2 separate species, C19H26BrN2OS2 in total, with properties calculated with ωB97M-V/def2-TZVPD.

## Properties
Energy in Eh: -4294.39753
M in g/mol: 442.47
Multiplicity: 1
Energy relative to the best compared isomer or geometry (same formula, charge and spin) in kcal/mol: 0.0
Orbital gap in eV: 5.72
HOMO level in eV: -10.82
Total charge: +1

XYZ file:
```
51
C19H26BrN2OS2 | the Open Molecules 2025 dataset | ωB97M-V/def2-TZVPD
Br -2.81135 4.67670 -1.08118
S 0.84486 0.24128 -0.28056
S 2.44726 -1.61904 1.33725
O 4.09591 3.04883 -2.53452
N -0.10157 -2.16613 0.67925
N -2.52455 3.07433 -0.13141
C -0.67624 -2.39421 4.38707
C -1.52660 -1.93532 -1.31302
C -2.65267 -1.45515 -1.94078
C -3.31132 -0.34380 0.03976
C -2.18536 -0.82126 0.66137
C -1.31938 -3.67702 2.10401
C 4.10694 1.42167 -4.31473
C -0.51883 -2.56137 2.02473
C -1.47819 -3.50322 4.47162
C 3.83546 0.73267 -1.91394
C -0.37660 2.43385 0.92205
C -1.15165 2.44878 -0.39164
C -3.56810 -0.67365 -1.28389
C -1.27565 -1.62524 0.00078
C -0.20559 -1.89927 3.19598
C 0.96157 1.66315 0.82798
C -1.80275 -4.15671 3.29558
C 1.02298 -1.30090 0.65280
C 4.48840 1.71604 -2.87254
H -3.23604 2.41458 -0.46455
H -0.94211 2.02347 1.76944
H -2.83231 -1.72194 -2.97895
H -2.67882 3.16829 0.87568
H 2.74664 0.79832 -1.97329
H -0.40813 -1.89466 5.31556
H 4.13343 -0.29373 -2.13492
H -2.04834 -0.54842 1.70514
H -0.15691 3.48107 1.17899
H 5.57239 1.66883 -2.76421
H 1.76906 2.33769 0.52363
H 3.13966 3.10279 -2.62999
H -1.36027 1.45750 -0.79805
H 4.57552 2.13959 -4.98848
H -1.86057 -3.87583 5.41508
H 4.41360 0.41680 -4.60842
H -2.43129 -5.04112 3.27561
H 1.24969 1.32376 1.82898
H -0.79341 -2.57016 -1.80431
H 4.11216 0.96093 -0.88266
H -4.01612 0.27048 0.60012
H 3.02470 1.50960 -4.45306
H -1.59410 -4.19428 1.18641
H -4.48127 -0.30110 -1.73800
H 0.42599 -1.01893 3.13704
H -0.64012 3.06149 -1.13486
```

***

Entry 4:
Below is a structure of composition C19H26Cl4F6InO2S, with properties calculated with ωB97M-V/def2-TZVPD.

## Properties
Energy in Eh: -3918.46094
M in g/mol: 689.10
Multiplicity: 1
Orbital gap in eV: 7.69
HOMO level in eV: -5.21
Total charge: -1

XYZ file:
```
59
C19H26Cl4F6InO2S | the Open Molecules 2025 dataset | ωB97M-V/def2-TZVPD
In -0.22048 1.21013 -1.43131
Cl 1.96537 -3.32687 4.42405
Cl -0.39645 -5.29245 5.90247
Cl -2.90328 3.21715 0.98750
Cl -5.76412 2.23822 -0.58092
S 0.50669 0.96213 0.96753
F 2.91044 -3.96250 1.19001
F -1.03146 4.12682 -2.13768
F 0.43705 -1.17106 -3.24308
F 4.37660 -4.57515 -0.25498
F 2.28518 -4.67369 -0.73752
F 1.67518 0.58806 -3.72544
O -1.43839 -2.48905 1.45502
O -1.56469 -0.65929 2.71578
C -0.33452 -4.78690 4.18687
C 3.27470 -2.52516 -0.64945
C -1.86220 -1.38468 1.60123
C 3.20305 -3.92561 -0.11963
C 0.08944 3.27610 -2.24250
C -5.26626 3.90691 -0.19420
C 4.39614 -1.74405 -0.39082
C -3.77431 4.09800 -0.28761
C -2.25198 0.36823 -1.64811
C 3.40512 0.08610 -1.59980
C -2.29319 -0.94050 -0.83052
C 1.07672 -4.67853 3.67395
C -2.75226 -0.70344 0.62287
C 2.21600 -2.01604 -1.39770
C 1.14003 -0.14314 -2.65772
C 2.28730 -0.70358 -1.88159
C 1.29686 3.95729 -1.61888
C 1.01798 4.50759 -0.20256
C 4.46156 -0.43151 -0.85730
H 1.67359 4.75750 -2.26288
H -3.38105 3.76335 -1.24534
H -3.74985 -1.12445 0.74975
H -1.30344 -1.38996 -0.78748
H 1.34442 -2.61459 -1.59137
H 1.05636 -4.49052 2.60167
H 0.32192 3.14316 -3.29948
H -0.63608 -0.37978 2.65043
H -0.87483 -5.53899 3.61564
H -0.85838 -3.83911 4.09502
H 5.32473 0.18488 -0.66391
H -0.04167 4.43286 0.02414
H -5.63313 4.13771 0.80284
H -3.53473 5.15340 -0.16699
H 1.84399 0.92016 0.91422
H -5.76327 4.55954 -0.91053
H -2.93121 -1.69055 -1.29615
H -2.37792 0.09630 -2.69328
H 1.63972 -5.58942 3.86222
H -3.04025 1.04468 -1.33237
H 2.09847 3.22416 -1.54381
H 5.22966 -2.13353 0.17526
H 3.41865 1.09875 -1.97156
H 1.28929 5.55932 -0.16022
H 1.53837 3.94889 0.56535
H -2.82120 0.35668 0.83091
```

***

| no. | largest force on an atom (eV/A) | LUMO energy (eV) |
| --- | --- | --- |
| 1 | 0.2 | -1.493 |
| 2 | 1.4 | 0.083 |
| 3 | 2.2 | -5.102 |
| 4 | 1.3 | 2.482 |